w) Formula: C11H15NS
Source: the OMol25 dataset
Level of theory: ωB97M-V/def2-TZVPD

Output
Multiplicity ... 1
Molecular weight ... 193.3 g/mol

Bonds (Å) are listed after each position.
Cartesian coordinates (Å):
1 C -2.798 1.553 2.894  C4 1.477, H17 1.138, H18 1.095, H19 1.136
2 C -0.521 -0.859 1.294  C3 1.408, C6 1.416, N10 1.403
3 C -1.694 -0.086 1.205  C2 1.408, C4 1.447, C9 1.374
4 C -1.677 0.727 2.401  C1 1.477, C3 1.447, C5 1.388
5 C -0.455 0.597 3.048  C4 1.388, N10 1.421, H15 1.073
6 C -0.043 -1.811 0.361  C2 1.416, C7 1.433, H11 1.126
7 C -0.916 -2.071 -0.745  C6 1.433, C8 1.395, H12 1.005
8 C -2.073 -1.292 -0.795  C7 1.395, C9 1.401, H14 1.083
9 C -2.521 -0.349 0.139  C3 1.374, C8 1.401, H16 1.027
10 N 0.318 -0.312 2.277  C2 1.403, C5 1.421, H13 1.033
11 H 0.993 -2.219 0.523  C6 1.126
12 H -0.745 -2.720 -1.494  C7 1.005
13 H 1.240 -0.698 2.538  N10 1.033
14 H -2.821 -1.341 -1.576  C8 1.083
15 H -0.313 1.146 3.959  C5 1.073
16 H -3.436 0.100 0.012  C9 1.027
17 H -2.659 2.458 3.571  C1 1.138
18 H -3.486 0.901 3.441  C1 1.095
19 H -3.463 1.999 2.088  C1 1.136
20 C 3.543 0.360 -1.437  S22 1.823, H23 1.057, H24 1.083, H25 1.205
21 C 2.437 0.674 -4.218  S22 1.827, H26 1.079, H27 1.101, H28 1.098
22 S 3.255 -0.458 -3.041  C20 1.823, C21 1.827
23 H 4.428 0.920 -1.290  C20 1.057
24 H 2.699 0.756 -0.887  C20 1.083
25 H 3.790 -0.625 -0.788  C20 1.205
26 H 1.383 0.833 -4.048  C21 1.079
27 H 2.722 0.114 -5.122  C21 1.101
28 H 2.814 1.701 -4.310  C21 1.098

natural (NBO) atomic charge list, values in e, 5 entries: -0.640 0.129 -0.036 -0.113 -0.040



x) Formula: C11H15NS
Source: the OMol25 dataset
Level of theory: ωB97M-V/def2-TZVPD

Output
Multiplicity ... 1
Molecular weight ... 193.3 g/mol

Bonds (Å) are listed after each position.
Cartesian coordinates (Å):
1 C 3.916 1.950 0.069  N12 1.162
2 C -1.528 0.768 0.093  C7 1.483, C8 1.564, H14 1.025, H15 1.056
3 C 0.048 0.008 1.886  C7 1.522, C9 1.561, H16 1.084, H17 1.166
4 C -1.059 -1.634 0.233  C7 1.558, C10 1.521, H18 1.168, H19 1.075
5 C 0.919 1.165 -0.163  C8 1.566, C9 1.504, H20 1.005, H21 1.070
6 C -0.245 -0.334 -1.780  C8 1.515, C10 1.571, H22 1.089, H23 1.082
7 C -1.182 -0.312 1.048  C2 1.483, C3 1.522, C4 1.558, H24 1.117
8 C -0.400 0.941 -0.977  C2 1.564, C5 1.566, C6 1.515, H25 1.094
9 C 1.216 0.098 0.854  C3 1.561, C5 1.504, C11 1.509, H26 1.158
10 C 0.088 -1.476 -0.755  C4 1.521, C6 1.571, C11 1.465, H27 1.094
11 C 1.310 -1.124 -0.026  C9 1.509, C10 1.465, S13 1.646
12 N 4.428 0.925 0.267  C1 1.162, H28 0.973
13 S 2.791 -1.818 -0.208  C11 1.646
14 H -2.415 0.425 -0.289  C2 1.025
15 H -1.476 1.733 0.518  C2 1.056
16 H 0.114 0.910 2.483  C3 1.084
17 H 0.361 -0.695 2.762  C3 1.166
18 H -0.939 -2.530 0.972  C4 1.168
19 H -2.088 -1.717 -0.069  C4 1.075
20 H 1.690 1.187 -0.807  C5 1.005
21 H 0.798 2.067 0.400  C5 1.070
22 H -1.032 -0.652 -2.462  C6 1.089
23 H 0.620 -0.251 -2.423  C6 1.082
24 H -1.999 -0.457 1.796  C7 1.117
25 H -0.563 1.791 -1.646  C8 1.094
26 H 2.274 0.332 1.262  C9 1.158
27 H 0.227 -2.421 -1.288  C10 1.094
28 H 4.481 -0.030 0.445  N12 0.973

natural (NBO) atomic charge list, values in e, 5 entries: 0.272 -0.414 -0.406 -0.390 -0.395



Verdict on stability: w) comes out on top.



w) Formula: HNO3S
Source: the OMol25 dataset
Level of theory: ωB97M-V/def2-TZVPD

Output
Multiplicity ... 1
Molecular weight ... 95.1 g/mol

Bonds (Å) are listed after each position.
Cartesian coordinates (Å):
1 N -0.843 0.090 -0.758  O2 1.172, O3 1.169
2 O -0.075 0.862 -1.191  N1 1.172
3 O -1.798 -0.545 -0.983  N1 1.169
4 O -0.320 -0.172 1.008  S5 1.601
5 S 1.130 0.499 1.109  O4 1.601, H6 1.488
6 H 1.907 -0.734 0.814  S5 1.488

natural (NBO) atomic charge list, values in e, 5 entries: 0.694 -0.249 -0.242 -0.719 0.435



x) Formula: HNO3S
Source: the OMol25 dataset
Level of theory: ωB97M-V/def2-TZVPD

Output
Multiplicity ... 1
Molecular weight ... 95.1 g/mol

Bonds (Å) are listed after each position.
Cartesian coordinates (Å):
1 N -0.039 -0.751 -0.720  O4 1.425, S5 1.571
2 O 0.294 1.681 -1.425  S5 1.430
3 O 0.019 1.150 1.020  S5 1.444
4 O -0.358 -1.570 0.402  N1 1.425, H6 0.905
5 S -0.067 0.781 -0.373  N1 1.571, O2 1.430, O3 1.444
6 H 0.151 -1.291 1.097  O4 0.905

natural (NBO) atomic charge list, values in e, 5 entries: -0.456 -0.807 -0.848 -0.506 2.153



Verdict on stability: x) comes out on top.



w) Formula: C3H7NO3
Source: the OMol25 dataset
Level of theory: ωB97M-V/def2-TZVPD

Output
Total charge ... +1
Multiplicity ... 2
Expectation value of S² ... 0.758
Molecular weight ... 105.1 g/mol

Bonds (Å) are listed after each position.
Cartesian coordinates (Å):
1 O -0.299 1.570 2.405  C2 1.193
2 C -0.256 0.404 2.152  O1 1.193, N3 1.408, C6 1.493
3 N -0.933 -0.069 1.012  C2 1.408, C4 1.479, H7 1.052
4 C -1.267 -1.508 0.947  N3 1.479, O5 1.190, H8 1.188
5 O -1.886 -2.002 0.059  C4 1.190
6 C 0.692 -0.533 2.824  C2 1.493, H9 1.082, H10 1.051, H11 1.132
7 H -1.331 0.610 0.315  N3 1.052
8 H -0.928 -2.127 1.902  C4 1.188
9 H 0.163 -0.716 3.750  C6 1.082
10 H 0.889 -1.527 2.544  C6 1.051
11 H 1.697 -0.037 2.987  C6 1.132
12 H 0.701 2.611 -6.967  O14 0.901
13 H 1.868 1.591 -6.999  O14 0.990
14 O 0.890 1.731 -6.933  H12 0.901, H13 0.990

natural (NBO) atomic charge list, values in e, 5 entries: -0.041 0.677 -0.604 0.537 -0.381



x) Formula: C3H7NO3
Source: the OMol25 dataset
Level of theory: ωB97M-V/def2-TZVPD

Output
Total charge ... +1
Multiplicity ... 2
Expectation value of S² ... 0.759
Molecular weight ... 105.1 g/mol

Bonds (Å) are listed after each position.
Cartesian coordinates (Å):
1 C -0.545 0.776 0.429  C2 1.516, N4 1.440, H8 1.109, H9 1.092
2 C -1.277 -0.317 -0.325  C1 1.516, O3 1.400, H10 1.096, H11 1.095
3 O -2.439 -0.559 0.418  C2 1.400, H12 0.959
4 N 0.867 0.878 0.167  C1 1.440, C5 1.424, H13 1.022
5 C 1.918 0.002 -0.231  N4 1.424, O6 1.332, O7 1.179
6 O 1.624 -1.265 0.055  C5 1.332, H14 0.965
7 O 2.888 0.394 -0.775  C5 1.179
8 H -0.633 0.549 1.511  C1 1.109
9 H -0.960 1.751 0.165  C1 1.092
10 H -0.632 -1.198 -0.426  C2 1.096
11 H -1.511 0.044 -1.332  C2 1.095
12 H -3.028 -1.130 -0.079  O3 0.959
13 H 1.251 1.786 0.438  N4 1.022
14 H 2.477 -1.710 -0.013  O6 0.965

natural (NBO) atomic charge list, values in e, 5 entries: -0.289 -0.082 -0.698 -0.175 0.830



Verdict on stability: x) comes out on top.